Here is a structure of composition C13H12ClN3OSr from the Open Molecules 2025 dataset. Energies are from ωB97M-V with the def2-TZVPD basis set.

XYZ file:
```
31
Properties=species:S:1:pos:R:3
Sr 0.74 0.40 -1.54
O 0.31 -1.95 2.06
C 0.79 -1.29 1.14
N 0.43 -0.10 0.65
C -0.75 0.54 1.23
C -1.68 1.24 0.19
C -2.61 2.16 0.95
C -3.03 3.30 0.37
C -2.52 3.73 -0.90
C -1.45 3.04 -1.39
N -0.90 1.92 -0.87
C 2.01 -1.91 0.42
C 2.63 -3.00 1.01
C 3.73 -3.57 0.40
C 4.18 -3.05 -0.80
C 3.49 -1.98 -1.34
N 2.44 -1.40 -0.75
H -0.44 1.32 1.92
H -1.34 -0.17 1.82
H -2.91 1.88 1.95
H -3.71 3.94 0.92
H -2.85 4.65 -1.37
H -0.92 3.45 -2.25
H 2.21 -3.37 1.94
H 4.24 -4.41 0.86
H 5.04 -3.46 -1.32
H 3.81 -1.56 -2.29
Cl -1.80 -0.97 -1.64
C -2.64 0.25 -0.48
H -3.17 -0.37 0.24
H -3.34 0.77 -1.13
```

E_tot	-1233.0224	Eh
Kohn-Sham gap	5.6	eV
HOMO energy	-6.3	eV
ΔE to the lowest compared entry with this formula, charge and spin	74.96	kJ/mol